1.
Below is 2 unconnected molecules or ions with the total composition H3N2O2 in a non-equilibrium geometry, with properties calculated with ωB97M-V/def2-TZVPD.

Structure (ORCA input):
```
! wB97M-V def2-TZVPD RIJCOSX def2/J DEFGRID3
* xyz -1 3
N -0.036 -1.415 -1.061
N 0.542 -0.247 0.870
O -0.173 1.043 2.402
O 0.110 -1.307 0.235
H 0.665 1.005 2.437
H -0.322 -0.546 -1.466
H 0.542 0.428 0.037
*
```

Calculated values
Energy above the lowest of the compared OMol25 structures with the same formula, charge and spin in eV: 2.038
LUMO level (alpha / beta) in eV: 5.563 / 4.029
F_max in eV/A: 10.25
Electronic energy in eV: -7116.310
Orbital gap (alpha / beta) in eV: 7.71 / 6.86

Atomic partial charges in e from the Mulliken method, atoms 1 to 6: -0.439 -0.293 -0.666 -0.106 0.256 0.136

2.
Below is a single C6H12N2O molecule in a non-equilibrium geometry, with properties calculated with ωB97M-V/def2-TZVPD.

Structure (ORCA input):
```
! wB97M-V def2-TZVPD RIJCOSX def2/J DEFGRID3
* xyz 0 1
C -1.029 1.899 0.759
C -1.009 0.819 -0.014
C -1.045 1.028 -1.661
N -0.194 0.277 -2.517
C -0.409 -0.482 0.257
O -1.121 -1.596 -0.194
C 0.809 -0.685 0.802
C 1.267 -2.044 1.237
N 1.703 0.355 1.074
H -1.069 1.842 1.837
H -1.110 2.897 0.348
H -0.831 2.088 -1.812
H -2.085 0.810 -1.920
H 0.786 0.468 -2.339
H -0.363 -0.721 -2.462
H -2.013 -1.301 -0.410
H 0.538 -2.794 0.949
H 2.227 -2.284 0.779
H 1.396 -2.076 2.321
H 1.301 1.282 1.055
H 2.251 0.217 1.911
*
```

Calculated values
Energy above the lowest of the compared OMol25 structures with the same formula, charge and spin in eV: 2.002
Structure (SMILES): C=C(CN)/C(O)=C(/C)N
LUMO level in eV: 0.720
F_max in eV/A: 4.07
Electronic energy in eV: -11442.669
Orbital gap in eV: 8.04

Atomic partial charges in e from the Mulliken method, atoms 1 to 6: -1.118 0.278 -0.733 -0.588 0.468 -0.600